Entry 1:
# C4H10O2S

2 unconnected molecules or ions with the total composition C4H10O2S (wB97M-V/def2-TZVPD, OMol25).

Structure (XYZ):
```
17
Properties=species:S:1:pos:R:3:forces:R:3
O -1.462 -1.297 0.861 -0.77 0.01 0.52
C -0.560 -0.834 1.507 1.51 -0.77 -1.11
C 0.463 0.078 0.889 -0.35 1.04 0.68
C 0.443 0.186 -0.625 1.05 -0.08 -0.57
C 1.748 -0.272 -1.317 -0.71 0.11 -0.03
S 1.506 -0.014 -3.139 0.44 -0.35 0.65
H -0.275 -1.192 2.512 -0.61 0.15 0.33
H 0.196 1.069 1.299 0.13 -0.12 0.07
H 1.440 -0.117 1.339 0.04 -0.20 -0.17
H 0.357 1.237 -0.904 -0.47 -0.08 -0.05
H -0.362 -0.396 -1.060 -0.30 0.17 0.11
H 2.586 0.303 -0.935 0.18 0.12 -0.19
H 1.957 -1.323 -1.138 -0.08 -0.10 -0.04
H 2.118 -1.158 -3.485 -0.05 0.17 -0.15
O -3.315 1.501 1.666 0.94 0.16 0.78
H -2.783 0.730 1.445 -0.20 -0.11 -0.16
H -4.056 1.497 1.085 -0.74 -0.13 -0.68
```
Forces are in eV/Å.

The largest force on an atom is 2.03 eV/Å. The SMILES is O=CCCCS.O. As for the gap between HOMO and LUMO: 10.0 eV. The multiplicity is 1. Its HOMO energy is -9.24 eV. The total energy comes out at -707.04581 a.u.


Entry 2:
# C27H50O13S

8 unconnected molecules or ions with the total composition C27H50O13S (wB97M-V/def2-TZVPD, OMol25).

Structure (XYZ):
```
91
Properties=species:S:1:pos:R:3:forces:R:3
C -16.577 1.989 31.033 -0.87 0.47 -1.15
C -15.484 1.357 31.813 -0.94 -0.68 -0.73
C -14.531 2.289 32.353 1.31 2.57 -1.06
O -14.224 1.773 33.628 3.75 1.58 0.01
C -15.139 0.934 34.014 -2.10 0.40 1.22
O -15.343 0.530 35.125 0.65 -0.20 -1.08
O -15.978 0.852 32.986 -3.18 -3.32 1.22
H -17.222 1.302 30.484 0.39 -0.27 -0.11
H -16.124 2.685 30.327 -0.08 -0.03 -0.29
H -17.294 2.571 31.611 0.43 0.04 0.55
H -14.941 0.590 31.260 -0.27 -0.36 -0.22
H -14.922 3.305 32.401 -0.31 0.06 0.72
H -13.776 2.399 31.575 1.22 -0.27 0.93
C -26.143 -3.439 31.990 -0.48 -0.15 0.31
C -25.711 -4.439 30.872 1.11 1.87 2.90
C -26.453 -5.730 31.025 0.66 -0.94 -0.13
O -27.205 -5.804 29.830 -0.37 -0.74 1.23
C -26.974 -4.736 29.100 -0.79 1.00 -2.70
O -27.583 -4.563 28.076 0.96 0.55 0.74
O -25.981 -3.928 29.607 -1.50 -0.97 -1.07
H -25.752 -2.423 32.051 0.76 -0.29 -0.52
H -26.024 -3.894 32.973 0.52 -0.17 0.02
H -27.215 -3.240 32.001 -0.35 -0.36 -0.65
H -24.650 -4.683 30.941 0.15 0.53 0.00
H -27.048 -5.791 31.936 -0.30 0.00 -0.31
H -25.713 -6.531 31.013 -0.33 -0.34 0.13
O -29.802 -9.748 23.802 2.15 -0.22 -0.57
S -28.347 -9.821 23.557 -0.72 0.41 0.89
O -27.578 -10.945 24.047 -0.36 -0.12 -0.55
C -27.983 -9.476 21.796 0.27 0.86 0.34
C -26.863 -8.347 21.764 -0.76 -0.96 -0.85
C -26.427 -7.927 23.159 -0.93 0.04 1.73
C -27.522 -8.357 24.231 -0.39 0.64 -1.52
H -28.919 -9.070 21.414 0.04 -0.07 -0.01
H -27.780 -10.406 21.265 0.26 0.05 0.27
H -26.013 -8.583 21.124 0.07 -0.58 0.26
H -27.278 -7.497 21.223 -0.32 0.09 0.31
H -26.403 -6.837 23.142 0.35 -0.05 0.37
H -25.466 -8.310 23.501 0.00 -0.06 -0.39
H -28.331 -7.627 24.246 0.07 0.21 0.05
H -27.222 -8.531 25.264 0.27 -0.22 -0.31
C -24.685 -3.552 18.673 -0.20 0.25 0.17
C -23.874 -2.900 19.786 -1.62 0.06 0.81
C -22.464 -2.522 19.516 0.68 0.89 -0.05
O -24.472 -2.590 20.805 0.90 -0.16 -0.46
H -25.736 -3.512 18.961 0.12 -0.34 0.29
H -24.356 -4.582 18.530 -0.04 0.02 -0.24
H -24.670 -2.992 17.739 0.61 -0.11 -0.14
H -21.828 -3.254 19.020 -0.34 -0.02 -0.17
H -21.907 -2.064 20.333 -0.35 -0.52 0.51
H -22.611 -1.648 18.882 0.24 -0.05 -0.71
C -12.500 -8.080 29.031 -1.44 0.84 0.50
C -12.525 -6.927 30.085 0.90 -0.62 -1.33
C -13.533 -5.810 30.015 -0.23 0.42 -0.16
O -11.711 -6.923 30.956 0.81 -0.06 1.17
H -12.836 -7.697 28.067 0.24 -0.09 -0.15
H -13.311 -8.726 29.368 -0.22 -0.25 -0.07
H -11.623 -8.723 28.956 0.21 0.65 0.29
H -14.013 -5.708 29.042 -0.43 -0.28 0.27
H -13.103 -4.833 30.238 0.71 -0.18 -0.17
H -14.197 -5.897 30.875 -0.55 -0.44 -0.36
C -13.837 -4.959 23.764 -0.67 -1.25 -0.86
C -14.311 -3.743 23.028 0.51 0.16 1.91
C -13.957 -3.522 21.637 0.45 0.38 -1.72
O -14.934 -2.903 23.623 -0.69 0.55 0.35
H -13.146 -5.593 23.208 0.41 0.33 0.16
H -14.769 -5.510 23.637 -0.30 -0.63 0.37
H -13.647 -4.937 24.837 0.08 0.60 -0.28
H -13.594 -4.355 21.035 -0.05 -0.11 0.29
H -13.146 -2.802 21.751 0.31 0.06 -0.35
H -14.743 -2.991 21.101 -0.06 -0.09 0.13
C -25.523 2.210 22.318 0.86 0.95 0.71
C -25.640 2.010 23.859 0.61 -0.51 -0.23
C -26.639 0.864 24.227 1.17 2.00 0.55
O -24.974 2.594 24.732 -1.79 -1.29 -2.63
H -26.257 1.715 21.683 -0.17 -0.06 0.53
H -24.539 1.887 21.980 0.14 -0.27 0.21
H -25.503 3.277 22.094 -0.23 0.12 0.03
H -26.652 1.158 25.277 -0.83 -1.29 0.38
H -26.221 -0.113 23.984 0.19 0.06 0.33
H -27.599 0.943 23.718 0.06 0.26 0.12
C -19.656 -3.057 26.608 0.16 -0.32 0.72
C -20.907 -3.935 26.594 -0.05 0.29 -0.75
C -21.945 -3.562 25.531 0.27 0.09 0.17
O -21.046 -4.858 27.356 -0.05 0.07 0.04
H -19.762 -2.187 27.257 -0.58 0.31 -0.25
H -19.336 -2.736 25.617 -0.03 -0.05 0.11
H -18.872 -3.585 27.150 0.13 -0.35 -0.43
H -22.754 -4.280 25.393 0.16 -0.03 0.35
H -21.471 -3.390 24.565 0.17 -0.07 0.00
H -22.352 -2.593 25.817 -0.19 0.07 0.05
```
Forces are in eV/Å.

The largest force on an atom is 4.76 eV/Å. The SMILES is C[C@H]1COC(=O)O1.C[C@H]1COC(=O)O1.O=S1(=O)CCCC1.CC(C)=O.CC(C)=O.CC(C)=O.CC(C)=O.CC(C)=O. As for the gap between HOMO and LUMO: 9.8 eV. The multiplicity is 1. Its HOMO energy is -9.58 eV. The total energy comes out at -2434.96874 a.u.


Entry 3:
# C15H41IN6O6P2S

A molecular structure, C15H41IN6O6P2S (wB97M-V/def2-TZVPD, OMol25).

Structure (XYZ):
```
72
Properties=species:S:1:pos:R:3:forces:R:3
O 4.467 0.400 2.906 -5.48 0.60 2.56
S 3.097 0.441 3.674 4.38 -0.61 -1.93
O 3.003 1.977 4.408 -0.69 -1.25 -2.04
I 2.714 3.456 3.061 0.21 0.10 0.24
O 1.887 0.219 2.472 0.62 -0.41 1.55
C 0.682 -0.388 3.058 -2.35 3.28 1.61
C -0.211 1.068 3.573 -3.94 -1.54 -0.77
C -1.908 0.802 3.822 2.71 3.97 -3.72
O -1.258 1.615 2.549 3.18 -1.57 4.03
H 0.874 -1.008 4.032 -0.14 1.05 -2.01
H -0.031 -0.918 2.297 1.96 1.05 1.20
H 0.373 1.861 4.350 -1.86 -2.25 -2.41
H -2.502 0.167 3.038 0.83 0.42 2.78
H -2.346 1.743 4.389 0.38 -2.75 -0.82
O 4.468 -0.691 -2.943 -2.61 -3.55 -0.55
P 5.160 -1.664 -1.956 4.31 6.75 0.73
N 4.925 -0.598 -0.663 -1.09 1.69 1.10
C 5.862 -0.095 0.316 0.44 -0.26 0.09
C 3.597 -0.693 -0.055 -0.13 0.03 -0.64
N 6.672 -1.491 -2.749 1.87 -0.17 -1.20
C 7.430 -0.249 -2.663 0.00 0.32 0.32
C 6.617 -1.893 -4.164 -0.11 -0.29 0.17
N 5.955 -2.782 -0.822 -1.89 -3.70 0.14
C 7.382 -2.811 -0.504 0.42 0.41 -0.82
C 5.520 -4.153 -1.111 -0.10 -0.20 0.31
H 6.065 -0.819 1.110 0.09 -0.05 0.24
H 5.473 0.813 0.796 -0.24 -0.35 -0.22
H 6.806 0.220 -0.123 0.04 -0.21 -0.17
H 3.548 -1.530 0.649 -0.06 -0.04 0.30
H 2.827 -0.851 -0.819 0.14 -0.01 -0.04
H 3.323 0.228 0.470 0.28 -0.20 -0.10
H 6.804 0.637 -2.817 0.07 0.06 0.01
H 8.246 -0.219 -3.396 -0.33 -0.26 -0.09
H 7.938 -0.171 -1.702 -0.14 0.09 0.08
H 6.182 -1.112 -4.795 -0.10 -0.06 0.01
H 6.014 -2.798 -4.285 -0.04 0.04 -0.02
H 7.620 -2.125 -4.539 -0.03 0.07 0.21
H 7.993 -3.177 -1.341 -0.05 0.08 0.07
H 7.563 -3.476 0.345 -0.51 -0.11 0.05
H 7.764 -1.840 -0.195 -0.16 0.04 -0.22
H 5.965 -4.520 -2.043 0.04 -0.26 0.02
H 4.431 -4.190 -1.220 -0.02 0.04 -0.04
H 5.782 -4.840 -0.299 0.08 0.08 -0.07
O -4.639 1.306 1.434 -1.55 3.37 2.30
P -5.932 1.589 0.631 3.26 -6.13 -3.80
N -6.520 0.031 0.934 -0.27 -2.20 1.24
C -7.043 -0.965 0.026 -0.24 0.24 -0.38
C -7.181 -0.106 2.233 0.45 0.41 0.11
N -5.061 1.740 -0.839 0.97 0.54 -1.75
C -4.453 0.580 -1.479 -0.10 -0.45 0.02
C -4.052 2.812 -0.789 -0.22 0.23 0.09
N -7.420 1.913 -0.292 -2.12 3.16 1.57
C -7.611 1.677 -1.723 0.95 0.05 -0.39
C -7.896 3.266 0.019 -0.39 0.07 0.08
H -8.078 -0.763 -0.263 -0.26 -0.03 -0.14
H -7.023 -1.961 0.488 0.03 0.30 0.25
H -6.442 -1.076 -0.873 0.00 0.22 -0.03
H -8.214 0.255 2.187 -0.25 -0.08 0.06
H -6.656 0.472 3.002 0.01 -0.01 -0.15
H -7.184 -1.145 2.580 0.01 0.07 -0.23
H -3.915 -0.058 -0.769 0.04 -0.06 -0.08
H -3.753 0.872 -2.271 -0.08 0.28 0.33
H -5.206 -0.012 -2.000 -0.05 -0.11 0.13
H -3.143 2.495 -0.269 -0.05 0.06 0.10
H -4.446 3.690 -0.271 0.03 -0.02 0.05
H -3.779 3.133 -1.801 -0.16 -0.17 0.04
H -7.035 2.375 -2.346 -0.03 -0.12 0.07
H -8.665 1.801 -1.985 -0.13 0.11 0.50
H -7.359 0.660 -2.018 0.20 0.09 0.16
H -7.249 4.025 -0.437 -0.15 0.19 -0.05
H -7.894 3.428 1.102 0.05 -0.01 0.03
H -8.923 3.422 -0.325 0.12 -0.05 -0.06
```
Forces are in eV/Å.

The largest force on an atom is 8.04 eV/Å. As for the gap between HOMO and LUMO: 6.0 eV. The multiplicity is 1. Its HOMO energy is -7.38 eV. The total energy comes out at -2754.11451 a.u.


Entry 4:
# C16H18N6

C16H18N6 in the gas phase (wB97M-V/def2-TZVPD, OMol25).

Structure (XYZ):
```
40
Properties=species:S:1:pos:R:3:forces:R:3
C -0.569 -3.501 0.635 0.05 0.01 0.04
C -0.567 -2.008 0.567 0.39 -0.04 0.17
N -1.697 -1.442 0.140 -0.63 0.22 -0.25
C -1.790 -0.117 0.043 0.24 0.08 0.06
N -2.929 0.437 -0.381 0.02 0.28 -0.02
C -4.095 -0.342 -0.742 -0.20 -0.19 -0.07
C -5.236 0.570 -1.108 0.23 -0.10 0.00
C -6.027 1.227 -0.015 -0.01 0.16 0.08
C -6.646 0.141 -0.839 -0.04 -0.06 -0.11
C -0.661 0.655 0.402 1.22 -0.88 0.45
N -0.352 1.976 0.452 -0.71 0.30 -0.27
N 0.845 2.094 0.868 0.66 0.88 0.19
N 1.380 0.890 1.117 -0.86 -0.61 -0.02
C 2.746 0.725 1.540 0.43 -0.02 -0.08
C 3.614 0.375 0.356 0.10 0.02 0.07
C 3.614 -0.924 -0.137 0.06 -0.02 0.04
C 4.372 -1.245 -1.248 0.00 -0.06 -0.03
C 5.133 -0.272 -1.875 0.04 0.00 -0.07
C 5.130 1.025 -1.391 0.06 0.06 -0.07
C 4.369 1.349 -0.281 -0.03 -0.04 0.08
C 0.469 -0.067 0.832 -1.20 0.40 -0.38
N 0.547 -1.396 0.931 0.48 -0.17 0.20
H 0.356 -3.849 1.083 0.02 -0.06 0.01
H -0.669 -3.909 -0.368 -0.03 -0.07 -0.07
H -1.421 -3.840 1.219 -0.07 -0.07 0.02
H -2.975 1.442 -0.430 0.01 -0.04 0.03
H -4.365 -0.982 0.104 -0.06 0.00 -0.11
H -3.836 -1.000 -1.581 -0.11 0.02 0.14
H -5.059 1.149 -2.007 -0.10 0.05 -0.02
H -6.365 2.242 -0.161 -0.04 0.05 -0.07
H -5.761 1.001 1.006 0.07 -0.09 0.08
H -7.408 0.408 -1.555 -0.01 0.07 -0.06
H -6.803 -0.821 -0.377 0.05 -0.09 0.08
H 3.059 1.670 1.990 -0.07 -0.15 0.02
H 2.772 -0.076 2.283 -0.02 0.17 -0.03
H 3.005 -1.674 0.347 -0.04 -0.07 0.05
H 4.368 -2.256 -1.627 0.00 -0.08 -0.03
H 5.726 -0.524 -2.742 0.05 -0.02 -0.06
H 5.717 1.787 -1.881 0.05 0.06 -0.04
H 4.359 2.363 0.091 0.00 0.11 0.05
```
Forces are in eV/Å.

The largest force on an atom is 1.57 eV/Å. The SMILES is Cc1nc(NCC2CC2)c2nnn(Cc3ccccc3)c2n1. As for the gap between HOMO and LUMO: 9.4 eV. The multiplicity is 1. Its HOMO energy is -8.56 eV. The total energy comes out at -949.02349 a.u.


Entry 5:
# C4H5O2

2 unconnected molecules or ions with the total composition C4H5O2 (wB97M-V/def2-TZVPD, OMol25).

Structure (XYZ):
```
11
Properties=species:S:1:pos:R:3:forces:R:3
O -1.007 2.133 -1.740 -0.09 1.24 -0.18
C -0.732 0.861 -1.634 0.92 -1.76 -0.58
C -0.395 -0.271 -2.251 -0.20 1.08 -0.16
C -0.798 -0.316 -0.870 -1.27 -0.64 0.55
H -1.229 2.506 -0.875 0.00 -0.29 0.14
H -0.325 -0.840 -3.176 0.24 0.09 0.35
C 0.713 -0.890 1.488 0.63 0.05 -0.43
O 0.318 -0.221 2.729 -0.27 0.29 0.27
H 1.741 -0.550 1.219 0.01 -0.09 0.11
H 0.769 -1.984 1.682 -0.06 0.08 -0.11
H 0.945 -0.428 3.429 0.08 -0.05 0.03
```
Forces are in eV/Å.

The largest force on an atom is 2.06 eV/Å. As for the charge: -1. As for the gap between HOMO and LUMO (spin up / spin down): 3.8 / 3.8 eV. The multiplicity is 1. Its HOMO energy (spin up / spin down) is -0.32 / -0.32 eV. The total energy comes out at -305.63282 a.u.


Entry 6:
# C3H5N3

C3H5N3 in the gas phase (wB97M-V/def2-TZVPD, OMol25).

Structure (XYZ):
```
11
Properties=species:S:1:pos:R:3:forces:R:3
C -1.117 1.134 0.241 -0.27 0.08 0.24
N 0.166 0.965 -0.407 0.38 -0.32 0.66
C 0.631 -0.213 -0.319 0.08 0.28 -0.14
N -0.020 -1.429 -0.111 -0.06 0.07 -0.21
C 2.072 -0.282 -0.128 1.24 -0.02 -0.06
N 3.165 -0.245 0.250 -0.93 -0.19 -0.56
H -0.983 2.007 0.880 -0.28 0.16 -0.11
H -1.986 1.304 -0.402 0.22 -0.15 -0.04
H -1.257 0.292 0.928 -0.64 0.15 -0.07
H -1.029 -1.397 -0.203 0.16 0.15 -0.06
H 0.358 -2.136 -0.729 0.11 -0.21 0.34
```
Forces are in eV/Å.

The largest force on an atom is 1.25 eV/Å. The SMILES is C/N=C(\N)C#N. As for the gap between HOMO and LUMO: 10.2 eV. The multiplicity is 1. Its HOMO energy is -9.67 eV. The total energy comes out at -281.53299 a.u.